Molecular formula: C66H181N11O30
Method: DFT, ωB97M-V/def2-TZVPD

```
288
Properties=species:S:1:pos:R:3:forces:R:3:mulliken_charge:R:1
O -3.925 1.825 2.628 -1.094 -0.601 -0.292 -0.73
H -3.230 1.472 2.072 1.110 -0.075 -0.234 0.28
H -4.732 1.467 2.259 -0.384 0.109 0.093 0.28
O -2.481 3.496 3.838 0.746 0.733 0.858 -0.74
H -3.072 2.803 3.543 -0.347 -0.015 -0.051 0.47
H -1.759 3.479 3.210 0.153 0.015 -0.065 0.30
O -3.863 2.726 -2.045 0.742 0.201 0.283 -0.65
H -3.490 2.904 -2.908 0.167 -0.129 -0.445 0.22
H -4.765 2.461 -2.224 -0.035 -0.137 -0.538 0.08
O -3.502 5.159 -0.854 0.142 0.527 0.311 -0.51
H -3.505 5.894 -1.468 0.037 0.361 -0.016 0.31
H -3.558 4.382 -1.410 -0.227 -0.627 -0.075 0.28
O 2.340 0.061 0.817 0.797 0.282 -0.725 -0.15
H 2.316 0.078 1.774 -0.282 -0.006 0.439 0.24
H 1.442 -0.146 0.559 -0.197 -0.331 0.015 0.02
O 1.255 7.524 -0.971 -0.060 -0.081 0.134 -0.51
H 1.389 8.125 -1.704 -0.056 0.202 -0.273 0.31
H 2.092 7.518 -0.508 0.291 -0.051 0.280 0.21
O 1.343 0.203 3.395 0.188 -0.235 -0.800 -0.45
H 1.607 0.896 4.000 -0.039 0.486 0.683 0.20
H 0.545 -0.160 3.780 -0.199 -0.288 0.448 -0.02
O -1.149 8.368 0.355 -0.501 0.074 0.122 -0.61
H -0.976 9.269 0.629 -0.032 0.196 0.104 0.28
H -0.298 8.036 0.070 0.445 -0.238 -0.264 0.37
C 0.608 3.663 -4.785 -0.748 -0.104 0.823 -0.54
O -0.083 4.905 -4.744 0.591 -0.194 -0.450 -0.38
C -0.328 5.335 -3.417 -0.619 1.596 -1.088 0.85
C -0.444 6.880 -3.502 -1.270 0.850 -0.176 -0.76
N -1.285 7.399 -4.641 0.094 -1.895 0.552 -0.14
C -1.258 8.794 -4.925 0.300 0.434 -0.084 -0.72
C -2.009 9.151 -6.214 0.498 1.071 1.400 -0.73
O -1.613 8.387 -7.319 0.618 0.126 -0.186 -0.34
C -0.217 8.507 -7.657 -0.310 -0.840 -0.695 -0.73
H 1.648 3.741 -4.469 0.197 0.212 -0.103 0.16
H 0.544 3.180 -5.760 -0.132 0.316 -0.011 0.35
H 0.094 3.059 -4.037 0.178 -0.693 -0.129 0.13
H 0.432 4.974 -2.725 0.221 0.337 0.083 -0.07
H -1.300 4.999 -3.056 -0.182 -0.506 -0.067 -0.29
H 0.520 7.386 -3.449 0.419 -0.110 -0.350 0.19
H -1.020 7.226 -2.644 0.336 -0.103 0.492 0.33
H -1.060 6.931 -5.507 0.082 -0.408 0.061 0.14
H -0.229 9.128 -5.060 0.539 0.293 -0.079 0.36
H -1.635 9.434 -4.127 -0.318 -0.210 0.262 0.46
H -1.817 10.220 -6.309 0.666 0.379 -0.689 0.42
H -3.083 9.244 -6.051 -0.238 -1.337 -0.407 0.38
H 0.130 9.522 -7.849 -0.290 0.195 0.207 0.34
H -0.073 7.922 -8.566 -0.425 0.279 -0.357 0.28
H 0.495 7.984 -7.019 -0.293 0.243 0.923 0.26
C 3.865 -4.210 -0.163 0.588 0.203 1.935 -0.58
O 4.854 -4.099 0.930 -0.006 -0.106 -1.558 -0.19
C 5.602 -5.308 1.177 0.163 1.312 -0.333 -0.38
C 6.606 -5.040 2.283 0.633 -0.704 1.870 -1.05
N 7.816 -4.235 2.060 -0.677 -0.613 -0.888 -0.52
C 7.389 -2.919 1.730 -0.015 0.990 -0.325 -0.29
C 8.444 -1.889 2.045 -1.226 0.455 -0.273 -0.81
O 8.708 -1.829 3.449 -0.850 -0.708 -0.796 -0.29
C 9.902 -1.199 3.677 1.599 0.983 -0.043 -0.81
H 3.206 -4.958 0.278 -0.744 0.011 -0.874 0.15
H 4.186 -4.428 -1.182 0.816 -0.702 0.218 0.31
H 3.414 -3.227 -0.295 -0.258 -0.042 0.669 0.19
H 6.078 -5.622 0.248 0.092 -0.247 -0.067 0.34
H 4.934 -6.079 1.560 -0.165 -0.252 -0.147 0.29
H 6.871 -5.981 2.764 0.416 -0.476 -0.622 0.56
H 6.031 -4.644 3.120 -0.455 0.755 0.046 0.50
H 8.421 -4.072 2.852 -0.308 -1.054 0.630 0.33
H 6.485 -2.650 2.276 -0.237 0.183 0.180 0.28
H 7.115 -2.873 0.677 0.092 0.294 -0.104 0.21
H 7.969 -0.951 1.756 0.358 0.448 -0.147 0.39
H 9.328 -2.043 1.425 0.406 -0.089 0.300 0.43
H 10.710 -1.709 3.152 0.445 -0.630 0.557 0.34
H 10.072 -1.028 4.740 0.047 -0.570 -0.005 0.25
H 10.029 -0.214 3.229 -0.810 0.584 -0.196 0.32
C -2.608 -5.646 -1.314 1.239 -0.371 -1.413 -0.67
O -1.248 -6.019 -1.422 1.448 -0.864 0.784 -0.15
C -0.629 -5.546 -2.623 -0.334 0.477 0.633 -0.57
C 0.803 -6.026 -2.840 -1.645 -0.818 -0.147 -0.26
N 0.752 -7.475 -3.143 -0.212 2.304 -0.029 -0.50
C 2.139 -7.822 -3.144 -0.677 -1.805 0.985 -0.43
C 2.291 -9.343 -3.180 1.089 -0.208 0.128 -0.72
O 1.660 -10.039 -2.109 -0.962 0.737 0.470 -0.23
C 1.993 -11.395 -1.973 0.942 -0.465 -0.210 -0.78
H -2.704 -4.593 -1.580 -0.259 0.422 0.532 0.16
H -2.937 -5.916 -0.310 -0.261 0.090 -0.328 0.13
H -3.046 -6.180 -2.157 -1.159 -0.211 0.394 0.41
H -0.725 -4.473 -2.455 0.349 0.451 -1.069 0.17
H -1.192 -5.942 -3.469 -0.303 0.431 -0.307 0.51
H 1.444 -5.831 -1.980 0.043 0.250 0.239 0.05
H 1.256 -5.612 -3.741 -0.212 0.756 0.155 0.39
H 0.141 -7.867 -2.441 0.595 -0.799 0.311 0.31
H 2.650 -7.391 -2.283 0.215 -0.369 0.700 0.22
H 2.643 -7.280 -3.945 -0.071 -0.624 -0.648 0.37
H 3.361 -9.492 -3.032 0.353 -0.467 -0.581 0.44
H 1.918 -9.759 -4.116 0.216 0.077 -0.254 0.35
H 3.072 -11.523 -2.059 0.355 0.053 0.146 0.31
H 1.598 -12.101 -2.703 -0.528 0.402 -0.562 0.30
H 1.702 -11.818 -1.012 -0.189 0.646 0.183 0.24
C -3.468 -3.696 2.574 -0.945 1.039 0.249 -0.72
O -3.643 -2.377 3.205 1.232 -1.701 0.207 0.01
C -4.886 -1.735 3.077 -0.196 -0.669 -0.631 0.36
C -5.153 -0.814 4.231 -0.043 -0.529 0.749 -0.94
N -5.231 -1.588 5.479 -0.419 0.089 -1.659 -0.16
C -5.562 -0.814 6.624 0.106 0.345 1.762 -0.72
C -5.701 -1.700 7.870 -0.554 -0.193 -1.523 -0.59
O -6.780 -2.612 7.582 1.754 0.883 -0.586 -0.27
C -7.083 -3.458 8.631 -1.173 0.328 0.725 -0.78
H -2.404 -3.912 2.473 -0.083 0.397 -0.167 0.02
H -4.017 -3.724 1.633 0.425 0.296 -0.495 0.26
H -3.909 -4.543 3.099 -0.115 0.287 0.830 0.42
H -5.646 -2.513 2.999 -0.427 0.177 -0.044 0.71
H -4.844 -1.132 2.170 -0.326 0.073 -0.445 -0.55
H -6.107 -0.310 4.078 -0.081 0.039 -0.119 0.56
H -4.369 -0.056 4.237 0.112 0.278 0.165 0.06
H -4.329 -2.035 5.553 -0.005 -0.193 0.485 0.17
H -6.492 -0.246 6.623 -0.369 -0.304 -1.038 0.41
H -4.830 -0.028 6.807 0.504 0.206 0.351 0.44
H -5.926 -1.078 8.736 0.044 -0.061 0.241 0.41
H -4.758 -2.235 7.982 0.050 -0.330 0.465 0.35
H -6.266 -3.747 9.292 0.436 -0.245 -0.380 0.32
H -7.618 -4.310 8.210 0.181 -0.155 0.231 0.24
H -7.766 -2.888 9.259 -0.394 -0.306 0.549 0.28
C 4.574 8.058 3.950 -1.205 -1.794 -1.378 -0.82
O 4.100 6.876 3.175 0.241 0.977 1.229 -0.26
C 4.641 5.693 3.745 -0.118 -1.146 -2.114 -1.01
C 4.284 4.474 2.822 1.430 0.877 -0.742 0.26
N 4.948 4.501 1.468 -0.419 -0.985 1.133 -0.45
C 4.597 3.244 0.708 0.061 1.844 -0.224 0.27
C 5.104 3.385 -0.729 0.495 -1.225 -0.384 -0.89
O 4.730 4.540 -1.400 -2.014 1.215 -0.131 -0.50
C 3.307 4.619 -1.741 1.205 -0.334 -0.311 0.31
H 4.408 7.805 4.997 0.417 0.372 0.133 0.31
H 3.921 8.879 3.654 0.180 0.002 0.056 0.23
H 5.606 8.240 3.650 0.069 0.128 0.440 0.32
H 4.262 5.412 4.728 -0.190 0.588 0.281 0.53
H 5.726 5.805 3.754 0.261 -0.203 0.294 0.37
H 3.201 4.406 2.721 -0.228 -0.205 0.213 -0.07
H 4.716 3.579 3.269 -0.422 -0.097 0.400 0.28
H 4.568 5.292 0.969 0.042 0.052 -0.333 0.32
H 3.511 3.148 0.712 -0.301 -0.287 -0.219 -0.34
H 4.965 2.322 1.158 0.372 0.241 0.199 0.52
H 4.835 2.520 -1.335 -0.625 -0.399 0.110 0.15
H 6.185 3.364 -0.874 0.311 0.180 0.886 0.53
H 2.965 5.640 -1.574 -0.036 -0.163 0.098 0.03
H 2.680 3.886 -1.233 0.148 0.119 0.462 0.11
H 3.194 4.373 -2.797 0.139 0.139 -0.241 -0.09
C -8.834 1.352 -5.539 -0.497 0.795 -0.126 -0.79
O -7.518 1.790 -5.828 0.011 -0.288 0.763 -0.32
C -7.055 2.928 -5.084 0.629 -0.708 -0.960 -0.61
C -6.851 2.729 -3.608 -0.597 -0.281 0.313 -0.74
N -6.199 1.486 -3.206 -0.141 0.836 1.600 0.11
C -6.300 1.184 -1.727 -0.233 -0.923 -0.953 -1.65
C -5.511 -0.098 -1.476 0.627 0.533 -0.876 1.43
O -6.080 -1.236 -2.098 -0.616 -0.150 1.093 -0.37
C -6.953 -1.883 -1.172 -0.030 -0.890 -0.517 -0.60
H -9.149 1.590 -4.523 0.130 -0.067 0.212 0.33
H -8.995 0.287 -5.702 0.543 -0.011 -0.082 0.27
H -9.506 1.892 -6.206 -0.305 -0.016 -0.064 0.27
H -7.723 3.787 -5.130 -0.149 0.109 -0.602 0.51
H -6.118 3.124 -5.604 0.066 0.363 0.169 0.18
H -7.839 2.901 -3.181 -0.352 -0.534 0.590 0.39
H -6.313 3.614 -3.267 0.460 -0.023 0.095 0.20
H -6.487 0.692 -3.760 -0.173 -0.048 0.026 0.36
H -7.312 1.047 -1.347 -0.430 0.167 -0.255 0.49
H -5.862 1.967 -1.109 -0.096 0.183 -0.104 0.70
H -5.321 -0.282 -0.418 -0.073 0.029 0.171 -0.17
H -4.563 0.073 -1.987 0.277 -0.172 0.210 -0.53
H -7.348 -2.783 -1.644 -0.263 0.285 -0.376 0.33
H -7.771 -1.257 -0.816 -0.042 0.172 -0.142 0.29
H -6.443 -2.306 -0.307 0.507 0.424 0.252 0.12
C 1.970 -6.253 3.312 0.320 0.530 -0.371 -0.99
O 0.803 -5.768 2.694 0.234 -0.677 -0.207 -0.07
C 0.100 -6.768 1.928 -0.894 0.999 1.226 0.10
C -0.271 -8.030 2.732 -1.151 0.169 -0.441 -1.08
N -0.824 -7.707 4.041 0.152 0.581 -0.879 -0.08
C -0.965 -8.857 4.929 0.990 1.253 -0.483 -0.72
C -1.413 -8.369 6.314 -1.384 -1.420 -0.681 -0.58
O -0.414 -7.933 7.168 0.959 0.205 -0.117 -0.33
C -0.845 -7.415 8.403 0.271 0.907 0.203 -0.74
H 1.762 -6.806 4.229 0.046 -0.311 -0.003 0.37
H 2.566 -5.380 3.580 0.112 -0.052 -0.014 0.23
H 2.510 -6.854 2.580 0.367 -0.258 0.235 0.29
H 0.506 -6.998 0.942 0.630 -0.060 0.124 0.33
H -0.770 -6.136 1.754 -0.639 -0.760 -0.386 -0.21
H 0.481 -8.819 2.769 0.699 0.155 0.048 0.38
H -1.086 -8.485 2.169 -0.080 -0.193 -0.348 0.50
H -0.220 -6.977 4.390 -0.166 -0.060 0.767 0.15
H -0.029 -9.413 4.879 0.447 -0.222 0.902 0.42
H -1.642 -9.564 4.449 -0.678 0.223 0.372 0.39
H -1.964 -9.211 6.733 -0.017 -0.284 0.533 0.43
H -2.175 -7.604 6.169 0.007 0.345 -0.205 0.36
H -1.909 -7.182 8.458 -0.268 -0.686 -0.069 0.33
H -0.412 -6.429 8.568 0.424 0.128 -0.260 0.26
H -0.479 -8.011 9.239 -0.399 -0.391 -0.064 0.26
C 0.747 0.272 -3.269 0.163 -0.865 1.244 -0.17
O 1.718 -0.242 -4.124 0.735 1.007 -0.970 -0.47
C 2.799 -0.895 -3.488 0.301 -0.752 -0.671 -0.04
C 3.911 -1.076 -4.535 -0.282 1.341 -0.014 -1.17
N 4.720 0.165 -4.782 0.504 -1.374 0.574 -0.36
C 5.750 0.528 -3.762 -1.608 0.142 -1.567 -0.09
C 6.407 1.801 -4.259 -0.570 0.248 1.072 -0.83
O 5.472 2.913 -4.113 1.558 -0.522 -0.514 -0.10
C 6.110 4.203 -4.155 -1.362 -0.047 0.470 -0.88
H 0.337 -0.591 -2.744 -0.709 -0.119 0.232 0.01
H -0.046 0.821 -3.776 0.314 -0.142 -0.269 0.20
H 1.203 0.854 -2.469 0.035 0.580 -0.022 0.23
H 2.416 -1.866 -3.173 0.127 -0.374 0.312 0.34
H 3.238 -0.405 -2.619 -0.449 0.503 0.233 0.17
H 3.400 -1.353 -5.457 0.079 0.140 -0.200 0.37
H 4.545 -1.930 -4.299 0.291 0.247 0.259 0.41
H 4.144 0.989 -4.881 -0.457 -0.159 -0.130 0.31
H 6.499 -0.258 -3.656 -0.085 -0.083 -0.052 0.42
H 5.268 0.741 -2.807 0.258 -0.060 0.422 -0.01
H 6.724 1.702 -5.297 0.085 0.044 -0.005 0.36
H 7.252 1.881 -3.575 0.409 0.826 -0.153 0.42
H 6.726 4.455 -5.018 0.253 -0.699 -0.157 0.37
H 6.614 4.405 -3.210 0.306 -0.081 -0.099 0.30
H 5.266 4.891 -4.202 0.043 0.153 0.099 0.21
C 5.387 3.646 6.524 -0.415 0.108 -1.119 -0.72
O 4.083 3.103 6.732 0.466 -0.564 0.102 -0.29
C 3.922 1.814 6.116 0.703 0.029 1.132 -0.68
C 2.691 1.081 6.627 0.706 0.233 -1.713 -0.59
N 1.506 1.626 5.994 0.276 -0.249 -0.164 -0.01
C 0.234 1.252 6.608 -0.359 0.596 -0.273 -0.91
C -0.081 -0.277 6.695 0.407 0.707 0.278 -0.83
O -0.410 -0.946 5.479 1.422 0.688 1.326 -0.43
C -1.767 -0.957 5.200 0.213 -0.807 -1.697 -0.41
H 6.241 3.001 6.732 -0.247 -0.367 0.863 0.38
H 5.463 4.615 7.017 -0.066 -0.271 0.230 0.26
H 5.530 3.821 5.458 -0.111 0.247 -0.290 0.17
H 4.700 1.124 6.441 0.745 0.296 0.093 0.41
H 4.036 1.896 5.035 -0.515 0.008 -0.220 0.24
H 2.749 1.052 7.715 -0.371 0.109 0.258 0.44
H 2.876 0.086 6.222 -0.333 -0.403 0.317 0.34
H 1.600 2.625 6.106 -0.239 0.285 -0.259 0.15
H -0.530 1.832 6.091 -0.357 -0.555 -0.650 0.45
H 0.228 1.844 7.523 -0.328 -1.107 1.189 0.50
H -0.904 -0.451 7.388 -0.078 0.251 0.205 0.38
H 0.779 -0.808 7.103 0.126 0.086 -0.019 0.53
H -2.403 -1.431 5.948 0.074 0.462 0.575 0.61
H -1.758 -1.676 4.381 -0.795 0.355 -0.339 -0.31
H -2.064 0.034 4.856 -0.661 -0.009 0.151 0.15
C 0.749 4.731 0.657 0.200 0.012 -0.871 -0.70
O 0.487 3.353 0.467 0.941 -0.102 0.187 0.47
C -0.867 3.110 0.363 -1.880 -1.473 0.333 -0.73
C -1.218 1.587 0.167 1.206 1.414 -0.738 0.37
N -1.419 0.909 1.417 -0.170 -0.318 0.075 0.05
C -2.012 -0.409 1.194 1.394 -0.462 0.673 1.29
C -1.268 -1.319 0.132 -0.737 0.153 0.852 0.34
O 0.121 -1.630 0.471 -1.755 1.956 -0.606 0.65
C 0.249 -2.687 1.341 0.620 -2.487 0.760 -0.95
H 1.832 4.834 0.723 -0.050 0.090 -0.054 -0.09
H 0.300 5.239 1.510 -0.303 -0.540 0.437 0.39
H 0.362 5.239 -0.226 0.215 0.415 -0.110 0.20
H -1.394 3.667 -0.411 0.356 0.406 -0.302 0.20
H -1.315 3.409 1.310 -0.485 0.104 0.053 -0.53
H -0.345 1.093 -0.258 0.199 0.358 -0.885 -0.01
H -2.050 1.422 -0.518 -0.221 0.390 0.055 0.03
H -0.450 0.768 1.666 0.107 -0.201 1.271 0.17
H -3.080 -0.237 1.059 -0.092 -0.453 -0.965 -0.80
H -1.993 -0.888 2.173 0.132 -0.381 -0.062 -0.21
H -1.345 -0.865 -0.855 0.710 0.172 0.065 -1.17
H -1.865 -2.225 0.026 0.164 -0.472 0.224 0.51
H 1.248 -2.898 1.723 0.583 0.957 -0.561 0.25
H 0.052 -3.614 0.801 -0.523 -0.322 -0.024 0.20
H -0.286 -2.723 2.290 -0.859 0.689 -0.132 0.08
C -2.464 -1.685 -3.780 -0.419 -1.200 -0.235 -0.28
O -2.680 -0.977 -4.959 0.453 0.889 -0.843 -0.51
C -3.837 -0.162 -4.903 -1.498 -1.153 -0.195 -0.20
C -4.362 0.354 -6.282 1.222 -0.153 2.536 -0.78
N -3.519 1.455 -6.649 0.208 0.449 -1.010 -0.10
C -3.749 1.779 -8.070 0.708 0.220 0.686 -0.77
C -3.166 3.115 -8.458 -0.564 0.895 1.098 -0.68
O -1.778 3.093 -8.262 0.413 -1.386 -0.943 -0.35
C -1.132 4.336 -8.242 -0.636 0.155 0.369 -0.77
H -2.246 -1.075 -2.904 0.140 0.176 -0.014 -0.19
H -1.717 -2.459 -3.958 0.649 0.542 -0.019 0.33
H -3.326 -2.323 -3.584 -0.631 0.212 0.426 0.50
H -3.773 0.596 -4.122 0.345 0.532 -0.309 0.17
H -4.633 -0.815 -4.546 -0.392 -0.274 0.240 0.32
H -5.369 0.722 -6.086 -0.181 -0.294 -0.362 0.24
H -4.307 -0.475 -6.988 -0.388 -0.228 -0.175 0.41
H -2.600 1.038 -6.666 0.543 0.416 0.430 0.25
H -4.823 1.734 -8.255 0.049 0.049 -0.292 0.47
H -3.189 1.017 -8.612 -0.446 -0.149 -0.789 0.37
H -3.518 3.929 -7.823 -0.611 -0.075 0.551 0.34
H -3.569 3.415 -9.425 0.753 -0.167 -0.804 0.39
H -1.291 4.781 -7.260 0.133 0.311 0.182 0.23
H -1.588 4.994 -8.982 0.350 0.218 -0.257 0.41
H -0.065 4.181 -8.399 -0.128 0.044 -0.177 0.32
```
Positions in Å, forces in eV/Å.

charge = 0
energy relative to the best compared isomer or geometry (same formula, charge and spin) = 45.9 kcal/mol